(1)
# C16H25BFN2O13

A cluster of 4 separate species, C16H25BFN2O13 in total (ωB97M-V with the def2-TZVPD basis set, the Open Molecules 2025 dataset).

Positions of all 58 atoms, in Å:
N: 1.44523 -0.46338 -5.62872
B: 2.81070 -0.15258 -5.21977
O: 3.83921 -0.36833 -6.15040
N: 3.17041 0.40621 -3.91833
C: 2.95336 1.88477 -4.03927
C: 2.19471 2.46922 -2.82595
O: 2.89567 2.86424 -1.87394
O: 0.94340 2.44192 -2.92419
C: 2.40580 -0.15264 -2.81055
C: 2.56555 -1.64805 -2.79083
O: 1.81140 -2.48392 -3.19475
F: 3.71851 -2.04039 -2.21625
H: 1.16777 -1.41582 -5.45345
H: 0.77102 0.18222 -5.24080
H: 4.31955 -1.16556 -5.92786
H: 3.91195 2.36850 -4.16497
H: 2.36767 2.09972 -4.93673
H: 2.77509 0.18200 -1.85258
H: 1.34683 0.01813 -2.89803
C: -3.78101 -0.48445 -0.82062
C: -2.40176 -0.03950 -1.23283
C: -1.64706 -1.00443 -2.11219
O: -0.28338 -0.68644 -1.79979
C: -0.26360 -0.21686 -0.52760
O: 0.71838 -0.06528 0.12130
O: -1.52357 0.02188 -0.08905
H: -4.26606 0.28345 -0.22786
H: -4.41676 -0.70591 -1.67884
H: -3.70967 -1.37883 -0.19788
H: -2.43066 0.95499 -1.68515
H: -1.84495 -0.86263 -3.17199
H: -1.82153 -2.05044 -1.84388
C: -2.45511 0.30789 3.94732
C: -2.69318 1.45999 3.01324
C: -3.29853 2.69393 3.62991
O: -3.93073 3.30747 2.49397
C: -4.24046 2.31876 1.62153
O: -4.92421 2.45983 0.66001
O: -3.67844 1.14863 2.00671
H: -1.95810 -0.50134 3.41279
H: -1.81370 0.61322 4.77195
H: -3.39036 -0.09257 4.34472
H: -1.76356 1.69881 2.48953
H: -2.56215 3.36347 4.06636
H: -4.06679 2.45958 4.37168
C: 1.87920 -1.60472 2.05685
C: 1.95458 -1.22564 3.51518
C: 1.95088 -2.37932 4.48910
O: 1.40558 -1.76958 5.67613
C: 0.60855 -0.75473 5.26477
O: -0.14960 -0.14818 5.95030
O: 0.77723 -0.51741 3.94577
H: 1.93722 -0.72098 1.42223
H: 2.70129 -2.27139 1.79509
H: 0.93304 -2.09782 1.83188
H: 2.81303 -0.57158 3.69220
H: 2.94130 -2.78273 4.68335
H: 1.28081 -3.18538 4.18117

The HOMO-LUMO gap comes out at 7.09 eV. The spin multiplicity is 1. For the energy relative to the best compared isomer or geometry (same formula, charge and spin), the calculation gives 18.80 kJ/mol. Its total energy is -49994.1668 eV. Its net charge is -1. As for the LUMO energy: 2.345 eV. As for the HOMO energy: -4.740 eV.

(2)
# CHN3O2S

The molecule CHN3O2S (ωB97M-V with the def2-TZVPD basis set, the Open Molecules 2025 dataset).

Positions of all 8 atoms, in Å:
C: -0.62232 0.02168 0.65671
H: 0.52418 -1.76910 -0.94418
N: -0.12878 0.02696 -0.71130
N: 0.83909 1.58266 0.50699
N: -0.16020 1.31837 1.16240
O: 0.30664 -1.07128 -1.44188
O: 0.95305 0.83925 -0.61523
S: -1.71166 -0.94854 1.38649

The HOMO-LUMO gap comes out at 8.55 eV. The spin multiplicity is 1. For the energy relative to the best compared isomer or geometry (same formula, charge and spin), the calculation gives 546.65 kJ/mol. Its total energy is -20447.4087 eV. As for the SMILES: On1onnc1=S. As for the LUMO energy: -1.280 eV. As for the HOMO energy: -9.831 eV.

(3)
# C36H39N9NaO5S2

A structure of composition C36H39N9NaO5S2 (ωB97M-V with the def2-TZVPD basis set, the Open Molecules 2025 dataset).

Positions of all 92 atoms, in Å:
Na: -0.57471 2.00843 0.58873
N: 0.16170 4.45684 2.78560
C: -0.06444 3.13995 3.09587
S: 1.02630 2.33788 4.10795
N: -1.22938 2.65678 2.64822
N: -1.36294 1.33911 2.59141
C: -2.55654 0.87907 2.44330
C: -2.81690 -0.51912 2.18630
C: -4.14379 -0.94654 1.97675
C: -4.39575 -2.26661 1.66445
C: -3.33048 -3.15502 1.56453
C: -2.05956 -2.64950 1.81092
N: -1.79873 -1.39291 2.11976
H: 1.12087 4.72992 2.91355
H: -0.24335 4.75221 1.90476
H: -3.40983 1.56325 2.46967
H: -4.95554 -0.23284 2.05676
H: -5.40941 -2.61083 1.48964
H: -3.48042 -4.19465 1.30418
H: -1.19228 -3.30360 1.73571
O: 1.15372 1.21045 -0.11088
C: 1.78168 1.98865 -1.12923
C: 0.88583 3.31263 -1.30433
O: 0.99573 3.90140 -2.38292
O: 0.20628 3.60857 -0.29367
C: 3.12503 2.53021 -0.69324
C: 3.50190 2.49618 0.64557
C: 4.70213 3.06046 1.05565
C: 5.53603 3.67525 0.13499
C: 5.16088 3.72244 -1.20256
C: 3.96816 3.15363 -1.61476
C: 1.86296 1.15511 -2.40048
C: 2.96540 0.32838 -2.61768
C: 3.02370 -0.51318 -3.71953
C: 1.97137 -0.54248 -4.62239
C: 0.86466 0.26691 -4.40626
C: 0.80903 1.10752 -3.30475
H: 1.63260 0.37996 -0.01564
H: 2.84600 2.03727 1.37763
H: 4.97740 3.02946 2.10307
H: 6.46947 4.12195 0.45680
H: 5.80126 4.21420 -1.92536
H: 3.66947 3.19925 -2.65389
H: 3.78828 0.34285 -1.91170
H: 3.88618 -1.15201 -3.86941
H: 2.01561 -1.19196 -5.48893
H: 0.03822 0.24724 -5.10800
H: -0.05076 1.73898 -3.14695
C: 3.89226 -0.70446 4.09093
N: 3.22684 -1.98396 4.04159
C: 3.15162 -2.82575 5.22255
C: 2.15035 -3.91781 4.81769
N: 1.55326 -3.34427 3.62903
C: 2.25716 -2.29073 3.13959
S: 1.98441 -1.54886 1.69791
H: 4.97719 -0.83188 4.09713
H: 3.58884 -0.14993 4.98345
H: 3.59868 -0.13278 3.21335
H: 2.79809 -2.25145 6.08650
H: 4.13460 -3.23486 5.46537
H: 1.40593 -4.09765 5.59404
H: 2.65580 -4.86433 4.59945
H: 0.88755 -3.82179 3.05333
N: 3.17567 -4.45756 -3.18897
C: 2.19558 -3.96851 -2.83832
C: 0.96911 -3.39158 -2.39591
C: -0.25286 -3.96547 -2.74425
C: -1.41179 -3.39489 -2.25492
C: -1.30558 -2.26654 -1.45228
N: -0.15060 -1.69341 -1.13990
C: 0.96090 -2.24790 -1.59017
H: -0.27813 -4.83994 -3.38112
H: -2.38053 -3.80965 -2.50002
H: -2.18823 -1.80640 -1.02059
H: 1.89678 -1.78230 -1.31016
O: -2.32814 0.66745 -2.69372
C: -2.84884 0.73870 -1.48101
O: -2.26668 1.18251 -0.52655
C: -4.29472 0.21216 -1.37632
N: -4.82213 -0.08608 -2.71996
C: -5.83092 0.93805 -3.07463
C: -5.64206 2.05834 -2.04984
C: -5.19286 1.30787 -0.79474
H: -4.26703 -0.66639 -0.73083
H: -5.21341 -1.01451 -2.76930
H: -3.03732 0.28524 -3.25747
H: -6.84602 0.53462 -3.01143
H: -5.66811 1.28256 -4.09701
H: -6.55912 2.62460 -1.89803
H: -4.85846 2.74683 -2.37195
H: -6.05009 0.86612 -0.28233
H: -4.63995 1.92548 -0.08944

The HOMO-LUMO gap comes out at 5.80 eV. The spin multiplicity is 1. For the energy relative to the best compared isomer or geometry (same formula, charge and spin), the calculation gives 285.28 kJ/mol. Its total energy is -87704.0691 eV. Its net charge is -1. As for the LUMO energy: 1.694 eV. As for the HOMO energy: -4.105 eV.

(4)
# C23H20ClFeN7OS2Se

A structure of composition C23H20ClFeN7OS2Se (ωB97M-V with the def2-TZVPD basis set, the Open Molecules 2025 dataset).

Positions of all 56 atoms, in Å:
Fe: 0.95148 -1.31024 0.34499
O: -0.70735 -0.29206 1.14380
N: -1.53020 -1.01801 1.89253
C: -2.81697 -0.61319 1.94911
C: -3.75279 -1.28143 2.68678
C: -3.34655 -2.41525 3.39932
C: -2.03591 -2.80648 3.34350
C: -1.07485 -2.10700 2.58218
S: 0.56626 -2.55151 2.50272
H: -3.02004 0.27620 1.37298
H: -4.77082 -0.92051 2.70887
H: -4.05647 -2.97505 3.99378
H: -1.68413 -3.67300 3.88410
S: 5.67734 4.64215 -1.11975
N: 5.09077 4.09332 0.28125
C: 4.28585 3.08655 -0.01009
C: 3.57043 2.26900 0.95225
C: 3.66633 2.44146 2.33326
C: 2.96098 1.59400 3.15572
C: 2.19185 0.58202 2.58229
N: 2.09909 0.40928 1.27369
C: 2.75931 1.24452 0.46178
C: 2.59434 1.03096 -0.98516
N: 1.73781 0.07184 -1.35376
C: 1.59345 -0.18931 -2.64245
C: 2.28076 0.50683 -3.63659
C: 3.13837 1.51842 -3.27007
C: 3.30332 1.79610 -1.91328
C: 4.16729 2.84629 -1.40714
N: 4.88585 3.67580 -2.14344
H: 4.29281 3.23068 2.72770
H: 3.00423 1.68861 4.23137
H: 1.63898 -0.12922 3.18423
H: 0.88786 -0.97376 -2.88641
H: 2.12663 0.24843 -4.67470
H: 3.68578 2.09753 -4.00205
Cl: 3.55284 -2.53160 -0.30694
C: 1.78014 -2.90941 -0.70167
H: 1.61361 -3.89673 -0.27354
H: 1.76133 -2.99974 -1.78849
C: -1.46177 1.29060 -1.88334
N: -2.68046 0.60102 -1.50583
C: -3.87776 1.19907 -1.16736
C: -4.73854 0.21053 -0.84752
N: -4.05713 -0.98023 -0.99111
C: -4.57783 -2.30459 -0.71589
C: -2.78541 -0.74495 -1.39882
Se: -1.50479 -2.00681 -1.76372
H: -1.70618 2.32905 -2.09669
H: -1.04522 0.81543 -2.76952
H: -0.74176 1.22359 -1.06930
H: -4.01009 2.26560 -1.19014
H: -5.76682 0.24776 -0.53638
H: -5.60940 -2.20657 -0.38594
H: -3.97984 -2.77774 0.06220
H: -4.52602 -2.91825 -1.61331

The HOMO-LUMO gap (alpha / beta) comes out at 5.85 / 6.57 eV. The spin multiplicity is 5. For the energy relative to the best compared isomer or geometry (same formula, charge and spin), the calculation gives 20.51 kJ/mol. Its total energy is -170580.9484 eV. As for the LUMO energy (alpha / beta): -0.641 / -0.640 eV. As for the HOMO energy (alpha / beta): -6.487 / -7.205 eV.